1.
C23H28MgN4O4S6SeSi2Te | the ωB97M-V functional and the def2-TZVPD basis

Each line ends with the Mulliken charge.
CARTESIAN COORDINATES (ANGSTROEM)
1 Mg 0.18 -2.42 -0.97  1.61
2 S 4.67 -3.79 4.35  -0.38
3 C 3.62 -3.18 3.24  0.09
4 S 1.90 -3.31 3.38  -0.16
5 C 1.49 -2.45 1.91  -0.06
6 C 2.52 -1.99 1.16  0.14
7 S 2.35 -1.05 -0.25  -0.46
8 S 4.13 -2.31 1.82  -0.16
9 S -0.16 -2.20 1.53  -0.47
10 S -1.39 0.56 -7.67  0.06
11 N -1.83 1.04 -6.16  -0.75
12 C -1.21 0.26 -5.29  1.14
13 C -1.32 0.34 -3.87  0.21
14 C -2.14 1.27 -3.22  -0.91
15 C -2.18 1.27 -1.85  -1.13
16 C -1.41 0.33 -1.15  -0.38
17 N -0.61 -0.52 -1.74  0.27
18 C -0.55 -0.55 -3.07  -0.12
19 C 0.32 -1.51 -3.70  -0.03
20 N 1.05 -2.29 -2.90  -0.07
21 C 1.81 -3.22 -3.42  -0.13
22 C 1.94 -3.42 -4.80  -0.88
23 C 1.22 -2.61 -5.65  -0.74
24 C 0.40 -1.62 -5.10  0.17
25 C -0.37 -0.72 -5.90  1.03
26 N -0.37 -0.65 -7.22  -0.76
27 H -2.72 1.95 -3.83  0.50
28 H -2.80 1.97 -1.31  0.52
29 H -1.43 0.30 -0.07  0.31
30 H 2.36 -3.83 -2.72  0.45
31 H 2.57 -4.21 -5.18  0.39
32 H 1.26 -2.72 -6.73  0.49
33 C 2.12 5.34 1.55  -1.12
34 Si 2.24 3.54 2.22  0.34
35 C 3.43 2.56 1.10  -0.84
36 C 3.01 3.68 3.97  -1.09
37 C 0.52 2.77 2.33  -0.93
38 Te 0.54 0.55 1.96  0.42
39 C -0.97 0.24 3.52  -1.08
40 Si -2.78 0.22 2.94  0.40
41 C -3.19 1.84 1.99  -0.85
42 C -3.31 -1.28 1.89  -0.85
43 C -3.87 0.19 4.53  -1.15
44 H 3.09 5.84 1.56  0.29
45 H 1.44 5.94 2.14  0.30
46 H 1.77 5.35 0.52  0.30
47 H 4.46 2.90 1.21  0.36
48 H 3.16 2.65 0.06  0.28
49 H 3.39 1.51 1.35  0.13
50 H 4.01 4.10 3.93  0.31
51 H 3.07 2.70 4.44  0.29
52 H 2.41 4.32 4.61  0.31
53 H -0.14 3.22 1.60  0.35
54 H 0.08 2.96 3.31  0.35
55 H -0.80 0.99 4.29  0.56
56 H -0.72 -0.73 3.94  0.49
57 H -4.03 1.70 1.32  0.36
58 H -2.34 2.16 1.40  -0.02
59 H -3.44 2.65 2.67  0.42
60 H -2.88 -1.26 0.89  0.14
61 H -4.39 -1.33 1.79  0.39
62 H -2.97 -2.20 2.34  0.32
63 H -3.72 1.07 5.14  0.30
64 H -3.64 -0.68 5.14  0.30
65 H -4.93 0.13 4.28  0.30
66 O -1.53 -3.06 -1.73  -0.77
67 Se -0.80 -4.53 -1.94  1.20
68 O -1.71 -5.72 -1.42  -0.84
69 O 0.54 -4.32 -1.01  -0.74
70 O -0.41 -4.75 -3.47  -0.69

Net charge: -2
Calculated total energy, eV: -197313.242

2.
C18H47N3O7Rb | the ωB97M-V functional and the def2-TZVPD basis

Each line ends with the Mulliken charge.
CARTESIAN COORDINATES (ANGSTROEM)
1 Rb -2.70 0.06 1.50  0.99
2 C -5.66 5.02 1.22  -0.75
3 O -5.48 4.32 -0.01  -0.25
4 C -6.35 4.70 -1.00  -0.58
5 C -6.09 3.89 -2.27  -0.76
6 N -6.16 2.44 -2.18  -0.39
7 C -7.41 1.90 -1.77  -0.72
8 C -8.53 2.10 -2.86  -0.50
9 O -8.19 1.43 -4.02  -0.35
10 C -9.10 1.65 -5.06  -0.78
11 H -5.02 4.59 1.99  0.21
12 H -6.70 5.01 1.57  0.31
13 H -5.49 6.07 0.98  0.33
14 H -6.36 5.75 -1.28  0.44
15 H -7.34 4.38 -0.67  0.35
16 H -5.06 4.18 -2.47  0.36
17 H -6.67 4.21 -3.14  0.41
18 H -6.21 2.32 -3.18  0.35
19 H -7.75 2.31 -0.82  0.30
20 H -7.39 0.87 -1.43  0.36
21 H -8.61 3.15 -3.16  0.37
22 H -9.46 1.79 -2.37  0.40
23 H -8.64 2.50 -5.57  0.30
24 H -10.15 1.84 -4.85  0.33
25 H -9.19 0.83 -5.77  0.26
26 C 4.39 -0.26 -5.89  -0.78
27 O 3.33 -0.46 -4.95  -0.34
28 C 3.68 -0.24 -3.58  -0.37
29 C 2.45 -0.26 -2.72  -1.01
30 N 1.91 -1.58 -2.28  -0.40
31 C 1.85 -2.60 -3.38  -0.36
32 C 1.74 -4.02 -2.74  -0.85
33 O 3.02 -4.21 -2.16  -0.28
34 C 3.14 -5.28 -1.26  -0.75
35 H 5.14 0.45 -5.57  0.33
36 H 3.96 0.19 -6.78  0.26
37 H 4.89 -1.17 -6.23  0.28
38 H 4.19 0.72 -3.49  0.54
39 H 4.37 -1.03 -3.30  0.31
40 H 1.68 0.40 -3.12  0.31
41 H 2.63 0.28 -1.79  0.44
42 H 2.45 -2.05 -1.57  0.33
43 H 2.79 -2.69 -3.93  0.21
44 H 1.10 -2.28 -4.10  0.39
45 H 1.60 -4.81 -3.48  0.48
46 H 0.89 -4.09 -2.06  0.42
47 H 4.13 -5.48 -0.86  0.23
48 H 2.76 -6.13 -1.84  0.32
49 H 2.32 -5.11 -0.56  0.31
50 C 1.15 -2.72 5.40  -0.82
51 O 1.99 -2.21 4.40  -0.43
52 C 3.36 -2.28 4.66  -0.09
53 C 3.80 -1.47 5.98  -0.48
54 N 4.12 0.01 5.81  -0.46
55 C 5.57 0.22 5.34  -0.81
56 C 5.82 -0.19 3.89  -0.55
57 O 6.13 -1.55 3.76  -0.37
58 C 6.12 -2.06 2.36  -0.78
59 H 0.54 -1.93 5.84  0.26
60 H 1.62 -3.40 6.10  0.36
61 H 0.37 -3.32 4.93  0.28
62 H 3.85 -2.01 3.73  -0.07
63 H 3.59 -3.33 4.87  0.35
64 H 4.72 -1.98 6.25  0.29
65 H 3.17 -1.57 6.86  0.50
66 H 4.13 0.52 6.68  0.27
67 H 6.26 -0.28 6.02  0.35
68 H 5.66 1.29 5.52  0.46
69 H 6.58 0.48 3.48  0.46
70 H 4.90 -0.11 3.32  0.37
71 H 7.04 -1.72 1.88  0.34
72 H 5.18 -1.78 1.90  0.35
73 H 6.25 -3.14 2.40  0.21
74 O 0.80 2.85 4.16  -0.66
75 H 1.47 2.35 4.62  0.33
76 H 1.15 3.73 4.11  0.32

Net charge: +1
Calculated total energy, eV: -38874.289

The following largest force on an atom values (in Eh/bohr) correspond, in order, to the records above: 0.0481, 0.0483.